C12H24BrHfO8 as an isolated structure. Source: OMol25; level of theory: the ωB97M-V functional and the def2-TZVPD basis.

Computed properties:
**Energy relative to the best compared isomer or geometry (same formula, charge and spin)**: 0.634 eV
**HOMO level**: -19.590 eV
**Energy**: -100531.317 eV
**Gap between HOMO and LUMO**: 6.10 eV

Structure (ORCA input):
```
! RIJCOSX wB97M-V def2-TZVPD def2/J DEFGRID3
* xyz 3 1
Hf 0.03278 0.21792 0.38756
Br -0.31038 -1.37642 -1.93343
C 4.77908 3.20857 -1.89955
O 3.90959 2.34296 -1.02911
C 3.09860 1.29494 -1.59062
O 2.06594 0.81325 -1.00136
O 3.68862 0.82092 -2.71680
C 3.32991 -0.44223 -3.28391
H 4.39676 4.20852 -2.10458
H 5.07529 2.71324 -2.82421
H 5.70607 3.36397 -1.34760
H 2.51359 -0.39496 -4.00467
H 2.93966 -1.16561 -2.56800
H 4.14485 -0.86294 -3.87295
C -3.16708 -4.42753 3.11427
O -2.30160 -3.29217 2.77041
C -2.21399 -2.77203 1.50585
O -1.34170 -1.94047 1.13648
O -3.12366 -3.37423 0.71734
C -3.36428 -3.29797 -0.71291
H -2.92745 -4.77779 4.11827
H -2.96161 -5.29883 2.49240
H -4.23860 -4.22769 3.11291
H -2.48290 -3.52657 -1.31208
H -3.71546 -2.28247 -0.89601
H -4.22339 -3.92261 -0.95757
C 0.60454 4.05274 -2.54213
C 0.07482 2.64323 -2.48646
O -0.15018 2.02060 -1.42362
C -0.03790 2.03401 -3.83722
H 1.59781 4.15304 -2.97968
H 0.54546 4.32218 -1.48761
H -0.06010 4.69208 -3.12318
H 0.96983 1.95458 -4.24498
H -0.45180 2.77455 -4.52162
H -0.58878 1.09370 -3.85811
C -2.39954 -0.34305 4.30629
C -0.97446 -0.13258 3.86833
O -0.63943 -0.05937 2.65245
C -0.02770 0.10522 5.01204
H -2.85407 0.52392 4.78572
H -2.30521 -1.02898 5.14813
H -3.09059 -0.67755 3.53256
H -0.58642 -0.25263 5.87684
H 0.28670 1.14435 5.10929
H 0.77851 -0.62161 4.91283
*
```

---

C23H53NOP3Zr as an isolated structure. Source: OMol25; level of theory: the ωB97M-V functional and the def2-TZVPD basis.

Computed properties:
**HOMO level**: -18.666 eV
**Energy**: -57367.915 eV
**Gap between HOMO and LUMO**: 6.88 eV

Structure (ORCA input):
```
! RIJCOSX wB97M-V def2-TZVPD def2/J DEFGRID3
* xyz 3 1
Zr -0.04385 -0.05649 -0.81190
P 0.34577 -2.60862 -1.28226
P 0.35374 2.58279 -0.96682
N 0.42424 0.07741 -2.85554
C 0.45369 -2.44893 -3.11586
H 1.21356 -3.15856 -3.47397
H -0.50730 -2.75237 -3.55663
C 0.82751 -1.05955 -3.66485
H 1.92022 -1.01940 -3.84293
H 0.38229 -0.93640 -4.67013
C 0.79878 1.31990 -3.51278
H 0.38052 1.29918 -4.53739
H 1.89759 1.34547 -3.66094
C 0.34554 2.61189 -2.81702
H -0.66868 2.85840 -3.16544
H 1.01050 3.42194 -3.15261
C 1.86753 3.55144 -0.54169
C 2.32980 3.30981 0.89960
H 3.27031 3.85436 1.06309
H 2.52694 2.25105 1.09940
H 1.60113 3.67964 1.63199
C -1.13426 3.63021 -0.56032
C -1.18864 4.00263 0.92510
H -2.15205 4.49032 1.13471
H -0.39369 4.70501 1.21331
H -1.12976 3.12180 1.57781
C -1.14289 -3.68755 -1.01182
C -1.23327 -4.18011 0.43721
H -2.26605 -4.50087 0.63598
H -0.99610 -3.39102 1.16359
H -0.57860 -5.04235 0.62833
C 1.84746 -3.56049 -0.81063
C 2.15424 -3.42201 0.68540
H 3.12178 -3.89965 0.89315
H 1.39615 -3.91990 1.30467
H 2.23801 -2.37469 0.99541
C 1.96062 -0.05938 0.04534
O 3.04771 -0.06368 0.50368
C -1.37075 4.85554 -1.45091
H -0.69205 5.68137 -1.21393
H -1.29603 4.63990 -2.52176
H -2.39206 5.21603 -1.26669
C -1.34497 -4.82405 -2.01736
H -2.34492 -5.24755 -1.85010
H -1.30731 -4.48870 -3.05805
H -0.62367 -5.63652 -1.88451
C 1.84141 -5.02866 -1.24378
H 2.84857 -5.43892 -1.08966
H 1.16116 -5.63711 -0.63476
H 1.59921 -5.16731 -2.30423
C 1.79576 5.05657 -0.82168
H 1.17275 5.58392 -0.08875
H 2.80754 5.47636 -0.72323
H 1.44646 5.30023 -1.83145
H 2.61773 3.11171 -1.22031
H 2.64028 -3.03773 -1.37392
H -1.95821 2.92106 -0.76270
H -1.96432 -2.96530 -1.17288
H -1.55928 -0.05071 -2.00499
H -1.92043 0.03314 -1.20069
C 0.07213 -2.19935 3.66028
C -1.14335 -1.51177 3.04839
P -0.79013 -0.22642 1.79851
C -2.45719 0.50706 1.46680
C -3.30622 0.84105 2.69245
C 0.20806 0.98267 2.76613
C -0.21224 1.25642 4.20745
H 0.50882 -2.94302 2.98452
H -0.24490 -2.73468 4.56538
H 0.86463 -1.49992 3.95054
H -1.79654 -2.25792 2.57379
H -1.74466 -1.04640 3.84424
H -2.35930 1.39818 0.82401
H -2.98519 -0.24340 0.85753
H -2.93772 1.72466 3.22479
H -4.32702 1.06765 2.36004
H -3.37639 0.00347 3.39311
H 1.24134 0.59454 2.74795
H 0.24796 1.92845 2.20354
H -0.16254 0.35600 4.82750
H 0.48318 1.99375 4.62882
H -1.22007 1.68447 4.28431
*
```

---

A 2-piece molecular cluster, C9H11F3NOS overall. Source: OMol25; level of theory: the ωB97M-V functional and the def2-TZVPD basis.

Computed properties:
**Energy relative to the best compared isomer or geometry (same formula, charge and spin)**: 3.221 eV
**HOMO level (spin up / spin down)**: -12.986 / -12.986 eV
**Energy**: -32024.745 eV
**Gap between HOMO and LUMO (spin up / spin down)**: 6.94 / 6.94 eV

Structure (ORCA input):
```
! RIJCOSX wB97M-V def2-TZVPD def2/J DEFGRID3
* xyz 1 1
C 1.86307 -2.69636 -0.85262
C 0.94560 -1.99677 -1.68562
C 2.05671 -2.13345 0.40254
C 0.48210 -0.71773 -1.33912
C 1.44826 -0.96110 0.79895
C 0.68614 -0.20135 -0.12073
C 1.07257 2.20490 -0.35739
C -0.27767 1.40604 1.51728
C -3.40979 -0.33793 0.25762
N 0.12537 1.09942 0.17263
O -2.03593 2.61251 -0.26503
F -2.80683 -1.28934 0.96602
F -4.22686 -0.81414 -0.67972
F -3.93489 0.62331 1.03281
S -1.49146 1.44650 -0.94673
H 2.30683 -3.56086 -1.21654
H 0.38542 -2.28446 -2.56022
H 2.59422 -2.69202 1.16848
H -0.08273 -0.25801 -2.16276
H 1.38635 -0.92365 1.81115
H 2.12180 1.78665 -0.62146
H 0.57269 2.68007 -1.23764
H 1.24825 2.94877 0.40640
H -0.76498 0.41883 1.84415
H 0.67355 1.46442 2.09744
H -0.93778 2.17575 1.57012
*
```

---

C6H13NO as an isolated structure. Source: OMol25; level of theory: the ωB97M-V functional and the def2-TZVPD basis.

Computed properties:
**Energy relative to the best compared isomer or geometry (same formula, charge and spin)**: 3.254 eV
**HOMO level**: -7.392 eV
**Energy**: -9967.920 eV
**Gap between HOMO and LUMO**: 7.97 eV

Structure (ORCA input):
```
! RIJCOSX wB97M-V def2-TZVPD def2/J DEFGRID3
* xyz 0 1
C 0.69177 -0.84783 -0.76861
C 0.67269 2.37747 -1.11569
C -1.66838 -0.87537 1.64693
C 1.42194 -1.73088 0.23523
N -0.15589 1.19923 -1.13858
C -1.40429 0.03577 0.49910
C -0.05162 0.40335 0.07167
O -2.32416 0.49075 -0.25792
H -1.45650 1.15712 -1.14019
H 0.61690 0.74603 0.86589
H -0.09207 -1.38961 -1.28905
H 1.40820 -0.45112 -1.48062
H 1.73408 2.11681 -1.01193
H 0.43990 3.05824 -0.28078
H 0.54745 2.92334 -2.04889
H -0.87960 -0.79930 2.39522
H -1.72190 -1.91474 1.29859
H -2.62966 -0.62606 2.11227
H 1.90808 -2.54032 -0.31232
H 2.20127 -1.17439 0.75551
H 0.74177 -2.15851 0.96415
*
```

---

A 4-piece molecular cluster, C27H58N2O15 overall. Source: OMol25; level of theory: the ωB97M-V functional and the def2-TZVPD basis.

Computed properties:
**SMILES**: COCCC[C@]1(CCN)OC(=O)O[C@H]1ON=O.COCCOCCOC.COCCOCCOC.COCCOCCOC
**HOMO level**: -9.115 eV
**Energy**: -62623.201 eV
**Gap between HOMO and LUMO**: 8.00 eV

Structure (ORCA input):
```
! RIJCOSX wB97M-V def2-TZVPD def2/J DEFGRID3
* xyz 0 1
C -4.53987 -10.23727 -3.77025
O -4.64599 -9.93752 -2.39765
C -4.17485 -8.64542 -2.07916
C -3.70003 -8.66138 -0.63837
C -3.17475 -7.32158 -0.09912
C -2.33052 -6.48285 -1.04741
C -3.16604 -5.49679 -1.91144
C -3.01817 -5.58305 -3.44549
N -3.33207 -4.34435 -4.14867
O -1.45093 -7.29975 -1.86205
C -0.30395 -6.61050 -2.09623
O 0.54979 -6.96062 -2.83124
O -0.30294 -5.46057 -1.36674
C -1.23515 -5.73242 -0.28762
O -1.63928 -4.59108 0.33902
N -0.45160 -3.80882 0.89044
O 0.01389 -4.33557 1.78711
H -3.49338 -10.38319 -4.06078
H -4.97507 -9.44701 -4.39346
H -5.09177 -11.15706 -3.94796
H -3.37246 -8.36005 -2.76491
H -5.00043 -7.92628 -2.19776
H -2.96371 -9.45282 -0.50626
H -4.56204 -8.94507 -0.03094
H -2.57770 -7.53030 0.79197
H -4.01345 -6.70651 0.22762
H -2.92244 -4.47900 -1.60500
H -4.21815 -5.64826 -1.66540
H -3.69574 -6.34719 -3.82736
H -2.01010 -5.87275 -3.73374
H -2.70500 -3.60118 -3.86075
H -4.27426 -4.03512 -3.93854
H -0.72065 -6.43414 0.38305
C 1.05810 -1.06886 -1.04505
O -0.08302 -0.24292 -0.98738
C -0.68705 -0.14432 0.28768
C -1.04333 1.28274 0.63953
O 0.07225 2.11604 0.90097
C 0.84608 2.58386 -0.19111
C 0.18863 3.66617 -1.01699
O -0.87373 3.16152 -1.80287
C -2.01281 3.99164 -1.84903
H 0.78688 -2.12171 -1.17492
H 1.65796 -0.75301 -1.89815
H 1.66381 -0.96059 -0.13829
H -0.02689 -0.55010 1.06324
H -1.61473 -0.73338 0.29140
H -1.58557 1.24252 1.58830
H -1.71061 1.71228 -0.11031
H 1.18470 1.76546 -0.83011
H 1.72666 3.03696 0.27249
H 0.95662 4.09407 -1.67623
H -0.16652 4.46299 -0.35339
H -2.23352 4.42184 -0.86669
H -2.85812 3.37906 -2.16061
H -1.88537 4.80995 -2.56596
C 6.21623 -3.36769 1.52606
O 6.49645 -2.23373 2.31317
C 7.46715 -1.35565 1.77785
C 7.05705 0.09432 1.91022
O 5.97783 0.48044 1.07824
C 4.66596 0.08961 1.44135
C 4.07771 0.82201 2.62605
O 4.67716 0.42740 3.84532
C 4.91949 1.47532 4.75422
H 6.95868 -4.15937 1.67613
H 5.23997 -3.74483 1.82940
H 6.17969 -3.11854 0.46035
H 7.65262 -1.58197 0.72185
H 8.41282 -1.48495 2.32156
H 7.90437 0.68859 1.55794
H 6.87796 0.35142 2.95611
H 4.58976 -0.99175 1.57753
H 4.05136 0.36154 0.57817
H 3.00388 0.59127 2.65841
H 4.18447 1.90216 2.47342
H 5.30999 2.36424 4.24705
H 5.66472 1.12500 5.46741
H 4.01314 1.75489 5.30306
C -0.90276 8.76720 -2.27454
O -0.81058 8.14392 -1.01418
C 0.37156 8.42383 -0.28979
C 0.09004 8.68432 1.17324
O -0.59602 9.89306 1.44282
C -1.98545 9.96008 1.17171
C -2.86058 9.18469 2.13135
O -2.75219 7.78731 1.93585
C -2.71880 7.02182 3.11770
H -0.36355 8.20503 -3.04519
H -1.95737 8.80548 -2.54594
H -0.51170 9.78938 -2.24663
H 0.89356 9.28508 -0.72119
H 1.04660 7.55839 -0.34508
H 1.06205 8.80054 1.65994
H -0.41015 7.82549 1.62543
H -2.21308 9.68377 0.14017
H -2.23814 11.01532 1.30223
H -3.90002 9.49437 1.95708
H -2.59607 9.45325 3.16041
H -2.08879 7.48994 3.88166
H -2.29697 6.04891 2.86726
H -3.72165 6.87239 3.53337
*
```

---

C17H24F5O2PdSe2 as an isolated structure. Source: OMol25; level of theory: the ωB97M-V functional and the def2-TZVPD basis.

Computed properties:
**Energy relative to the best compared isomer or geometry (same formula, charge and spin)**: 0.705 eV
**HOMO level**: -11.446 eV
**Energy**: -169866.136 eV
**Gap between HOMO and LUMO**: 6.39 eV

Structure (ORCA input):
```
! RIJCOSX wB97M-V def2-TZVPD def2/J DEFGRID3
* xyz 1 1
Pd 0.51773 -0.23541 0.09648
C 1.42341 -0.40157 4.51539
C 2.36993 -0.39038 3.32077
C 3.76438 0.07423 3.76928
C 1.89367 0.48736 2.17737
C 2.67602 0.61293 1.00225
C 2.33481 1.51111 -0.00522
C 1.18130 2.31331 0.08865
C 0.83292 3.27066 -1.01194
C 0.38055 2.14636 1.21523
C 0.72850 1.25454 2.24093
H 1.81205 -1.07711 5.27588
H 0.41946 -0.73993 4.25845
H 1.35461 0.59168 4.96565
H 2.46449 -1.41107 2.93844
H 3.72677 1.10580 4.12526
H 4.50496 0.01323 2.97242
H 4.11074 -0.55293 4.58968
H 3.57101 0.01518 0.89476
H 2.95075 1.57719 -0.89296
H 0.41444 2.72619 -1.86096
H 1.72098 3.78917 -1.37078
H 0.10857 4.01120 -0.67831
H -0.53441 2.71784 1.30354
H 0.07210 1.15991 3.09421
O -3.12566 0.32279 -4.98773
C -3.46168 0.60617 -3.64213
C -2.48177 -0.15104 -2.72949
C -2.68973 -1.64400 -3.01982
O -1.96940 -2.46655 -2.11861
C -1.09064 0.38588 -3.06417
Se 0.48163 -0.42717 -2.28464
C -2.84288 0.27011 -1.30470
Se -1.85672 -0.42269 0.23064
H -3.76565 0.73458 -5.57584
H -4.48216 0.28177 -3.41329
H -3.39008 1.68060 -3.43605
H -2.38904 -1.83447 -4.05200
H -3.76491 -1.84983 -2.94454
H -1.97032 -3.37089 -2.44778
H -1.06576 1.46333 -2.90110
H -0.88042 0.21112 -4.12475
H -3.84368 -0.09740 -1.05506
H -2.85127 1.35635 -1.23531
F 0.62136 -2.99123 -0.78137
C 0.76654 -2.24213 0.29828
F 2.07983 -2.26571 0.65697
C -0.04115 -2.89297 1.46458
F -0.28166 -1.97410 2.41361
F -1.18568 -3.38055 1.02997
F 0.68119 -3.87143 1.99985
*
```